The following is a quantum chemistry calculation of a structure of composition C39H60GeN5OP3STi, from the OMol25 dataset.

## Properties
**Multiplicity**: 2
**Net charge**: +1
**Energy relative to the best compared isomer or geometry (same formula, charge and spin)**: 0.000 eV
**HOMO energy (alpha / beta)**: -9.5715 / -9.5361 eV
**LUMO (alpha / beta)**: -3.54 / -3.45 eV

The geometry in XYZ format:
```
111
Properties=species:S:1:pos:R:3:forces:R:3:lowdin_spin:R:1
Ti -0.19423 -0.04409 -0.14335 0.01 -0.04 -0.08 0.974
C 3.82851 0.25300 -1.28414 0.00 0.00 0.00 0.000
C 3.72798 -0.19576 0.17564 -0.01 0.01 0.01 -0.001
C 4.99279 -0.93294 0.61653 0.00 -0.01 0.00 0.000
P 2.15074 -1.06131 0.59246 0.01 -0.01 0.01 0.002
C 2.29278 -1.22678 2.42812 0.01 0.00 0.00 0.002
N 0.96823 -1.31936 3.00305 -0.01 0.01 0.00 -0.007
Ge -0.16856 0.09829 2.49779 0.00 -0.02 0.01 -0.010
N 0.71573 1.70466 2.92759 0.01 0.00 -0.01 0.000
C 0.29169 2.88696 2.21044 -0.01 0.01 -0.01 -0.001
P 0.20915 2.49844 0.40882 0.00 0.01 0.01 0.011
C 1.82455 3.06037 -0.31326 0.02 -0.01 0.00 0.003
C 1.66281 3.28814 -1.81914 0.00 -0.01 -0.01 0.000
C 2.51959 4.24340 0.35894 0.00 0.00 0.01 0.000
C -1.09496 3.62176 -0.25066 0.00 0.00 -0.01 0.002
C -0.88975 5.10515 0.05353 0.01 0.00 0.00 0.000
C -2.45867 3.14547 0.24851 0.00 0.00 0.00 0.005
C 1.48179 1.80290 4.09206 -0.01 -0.01 0.02 0.000
C 2.57604 2.65758 4.22800 -0.01 0.00 -0.01 0.000
C 3.35993 2.62579 5.37082 0.01 0.01 0.01 0.000
C 3.08685 1.72655 6.39219 0.00 -0.01 0.00 0.000
C 1.99311 0.88210 6.27729 0.00 0.00 -0.01 0.000
C 1.18435 0.93912 5.15332 0.02 0.00 0.01 0.000
N 0.00360 0.14050 5.00993 0.00 0.00 -0.01 0.000
C 0.15744 -1.25630 5.25894 0.00 -0.01 0.00 0.000
C -0.24064 -1.87956 6.42987 0.01 0.00 -0.01 0.000
C 0.01912 -3.23099 6.61047 0.00 0.01 0.00 -0.001
C 0.67830 -3.94350 5.61838 0.00 0.00 0.00 0.000
C 1.03513 -3.32761 4.42717 0.00 0.00 0.00 -0.001
C 0.76400 -1.97765 4.22574 -0.01 -0.01 0.00 0.000
C -1.23377 0.75779 5.36105 -0.01 0.00 0.01 0.000
C -1.43271 1.43195 6.54997 0.00 0.01 0.01 0.000
C -2.66699 2.00400 6.83206 0.01 0.00 0.00 0.000
C -3.68790 1.88578 5.90609 -0.02 -0.01 0.00 0.000
C -3.48842 1.22770 4.69749 0.00 0.01 -0.01 0.000
C -2.24697 0.66281 4.39599 -0.01 0.01 -0.01 -0.001
N -1.94427 0.03104 3.18442 0.00 0.00 0.00 -0.005
C -3.02380 0.02127 2.21994 0.00 0.01 0.00 0.006
P -2.52952 -0.78433 0.65047 -0.01 -0.01 0.00 0.003
C -3.88103 -0.34216 -0.55349 -0.01 -0.01 0.00 -0.003
C -4.06511 -1.43731 -1.60693 0.00 0.00 0.00 0.000
C -5.22320 0.04286 0.07258 0.00 0.01 0.00 -0.001
C -2.66579 -2.60622 0.93703 0.00 0.00 0.00 -0.001
C -1.50800 -3.12714 1.78733 0.01 0.00 -0.01 0.000
C -3.99598 -3.05239 1.54161 -0.01 0.00 0.00 -0.001
C 2.15936 -2.79458 -0.08243 0.00 0.00 0.00 0.001
C 2.63801 -2.81532 -1.53619 0.00 0.00 0.00 0.000
C 2.90567 -3.83719 0.74692 0.00 0.00 0.00 0.000
H 4.57773 1.04178 -1.37627 0.00 0.00 0.00 0.000
H 2.88491 0.64529 -1.67089 -0.01 0.01 -0.01 0.000
H 4.13686 -0.56549 -1.93149 0.00 0.00 0.00 0.000
H 3.63119 0.70122 0.80197 0.00 0.00 0.00 0.000
H 5.16005 -1.82493 0.01210 0.00 0.00 0.00 0.000
H 4.95794 -1.22836 1.66538 0.00 0.00 0.00 0.000
H 5.85950 -0.28253 0.48539 0.00 0.00 0.00 0.000
H 2.85926 -0.35305 2.78845 0.00 0.00 0.00 0.000
H 2.88488 -2.11008 2.66971 0.00 0.00 0.00 0.000
H 0.97393 3.72074 2.37076 0.00 0.00 0.00 0.000
H -0.70093 3.23413 2.53055 0.00 0.00 0.00 0.000
H 2.47055 2.18975 -0.17823 -0.01 0.02 0.01 0.001
H 1.12074 4.21338 -2.02052 0.00 0.00 0.00 0.000
H 1.12234 2.47628 -2.30966 0.00 0.00 0.00 0.000
H 2.64499 3.37516 -2.28637 0.00 0.00 0.00 0.000
H 1.89232 5.13247 0.40428 0.00 0.00 0.00 0.000
H 3.41358 4.50124 -0.21271 0.00 0.00 0.00 0.000
H 2.84410 4.00392 1.37064 0.00 0.00 -0.01 0.000
H -1.06470 3.46298 -1.33200 0.00 0.00 0.00 0.000
H -0.79698 5.28851 1.12612 0.00 0.00 0.00 0.000
H -1.75278 5.67245 -0.29987 0.00 0.00 0.00 0.000
H -0.00926 5.51117 -0.44097 -0.01 0.00 0.00 0.000
H -2.56698 3.28381 1.32710 0.00 0.00 0.00 0.000
H -2.61290 2.09007 0.02023 0.01 0.01 0.00 0.004
H -3.25384 3.71389 -0.23660 0.00 0.00 0.00 0.000
H 2.83114 3.34078 3.42798 0.00 0.00 0.00 0.000
H 4.20383 3.29833 5.45417 0.00 0.00 0.00 0.000
H 3.71327 1.68980 7.27271 0.00 0.00 0.00 0.000
H 1.75353 0.17617 7.06368 0.00 0.00 0.00 0.000
H -0.74274 -1.30316 7.19729 0.00 0.00 0.00 0.000
H -0.28248 -3.72259 7.52532 0.00 0.00 0.00 0.000
H 0.89275 -4.99461 5.76062 0.00 0.00 0.00 0.000
H 1.49732 -3.90710 3.63784 0.00 0.00 0.00 0.000
H -0.61222 1.51322 7.25280 0.00 0.00 0.00 0.000
H -2.82604 2.52810 7.76410 0.00 0.00 0.00 0.000
H -4.65848 2.31704 6.11457 0.00 0.00 0.00 0.000
H -4.30861 1.17265 3.99584 0.00 0.00 0.00 0.000
H -3.36232 1.03472 1.96323 0.00 0.00 0.00 0.000
H -3.89774 -0.50409 2.61792 0.00 0.00 0.00 0.000
H -3.48824 0.53885 -1.06898 0.00 0.00 0.00 0.000
H -4.57408 -2.30825 -1.19350 0.00 0.00 0.00 0.000
H -3.12191 -1.78347 -2.03249 0.00 0.00 0.00 0.000
H -4.67924 -1.05396 -2.42257 0.00 0.00 0.00 0.000
H -5.65527 -0.76971 0.65575 0.00 0.00 0.00 0.000
H -5.92878 0.28604 -0.72385 0.00 0.00 0.00 0.000
H -5.14567 0.91900 0.71532 0.00 0.00 0.00 0.000
H -2.56765 -3.02677 -0.06872 0.00 0.00 0.00 0.000
H -1.55221 -2.73277 2.80376 0.00 0.00 0.01 0.000
H -0.53191 -2.86224 1.37706 -0.01 0.00 0.01 0.000
H -1.56328 -4.21584 1.84830 0.00 0.00 0.00 0.000
H -4.10643 -2.68444 2.56304 0.00 0.00 0.00 0.000
H -4.01847 -4.14253 1.58974 0.00 0.00 0.00 0.000
H -4.85996 -2.73078 0.96307 0.00 0.00 0.01 0.000
H 1.09954 -3.06647 -0.09066 0.00 0.00 0.00 0.000
H 3.72249 -2.71589 -1.59177 0.00 0.00 0.00 0.000
H 2.18517 -2.02872 -2.13905 0.00 0.00 0.00 0.000
H 2.37217 -3.77097 -1.98938 0.00 0.00 0.00 0.000
H 3.95471 -3.57711 0.89020 0.00 0.00 0.00 0.000
H 2.87184 -4.79587 0.22591 0.00 0.00 0.00 0.000
H 2.45240 -3.98476 1.72525 0.00 0.00 0.00 0.000
O -0.34787 -1.60375 -1.71566 0.01 0.03 0.02 0.012
S -0.74213 -0.54560 -2.72582 0.00 -0.04 -0.01 0.003
N -0.81923 0.79294 -2.10686 -0.01 0.04 0.03 0.001
```
Forces are in eV/Å.